(1)
Entry from the Open Molecules 2025 dataset: a molecular structure, C37H33N6O8Rh in a non-equilibrium geometry (ωB97M-V with the def2-TZVPD basis set).

```
85
Properties=species:S:1:pos:R:3:forces:R:3:lowdin_charge:R:1
Rh -1.292 0.880 -1.278 0.20 0.43 0.04 1.15
O -5.522 5.257 2.522 0.00 -0.31 -0.56 0.23
C -4.440 4.864 2.960 1.41 0.32 2.02 -0.51
O -3.781 5.049 3.992 -0.79 -0.29 -1.35 0.11
C -3.686 3.855 1.940 -0.26 -0.38 -0.87 -0.05
C -2.460 3.316 2.311 -0.06 0.43 0.66 0.01
C -1.828 2.442 1.448 -0.55 0.14 -0.27 -0.10
N -2.374 2.116 0.269 0.13 0.27 0.80 0.02
C -3.546 2.630 -0.087 0.11 -0.32 -0.37 -0.15
C -4.249 3.507 0.722 -0.19 0.44 0.52 0.07
C -4.096 2.163 -1.453 1.01 -0.84 -0.32 -0.62
O -5.194 2.548 -1.791 -0.56 0.40 0.02 0.05
O -3.308 1.365 -2.084 -0.65 0.44 0.28 -0.15
H -2.020 3.581 3.262 0.00 -0.03 -0.04 0.12
H -0.877 1.984 1.690 0.00 0.02 -0.05 0.10
H -5.205 3.895 0.403 0.02 -0.09 -0.14 0.13
O -0.127 -5.149 -4.662 -0.04 -0.11 0.03 -0.05
C 0.440 -3.930 -5.093 0.08 0.05 -0.05 -0.21
C -0.157 -2.801 -4.308 -0.07 0.22 0.01 -0.17
C -0.065 -1.493 -4.774 -0.01 -0.26 0.00 0.01
C -0.564 -0.472 -3.994 -0.13 -0.01 0.13 -0.10
N -1.165 -0.690 -2.825 0.12 -0.47 -0.17 0.02
C -1.299 -1.949 -2.382 0.16 0.33 -0.50 -0.18
C -0.788 -3.024 -3.095 -0.06 -0.17 0.00 0.06
C -2.031 -2.109 -1.110 -0.19 0.07 0.48 -0.18
C -2.682 -3.284 -0.767 0.06 -0.10 -0.05 0.06
C -3.379 -3.362 0.432 0.03 0.13 0.09 -0.18
C -4.029 -4.654 0.859 0.00 0.10 -0.02 -0.21
O -3.073 -5.671 1.099 0.04 -0.12 -0.04 -0.04
C -3.426 -2.228 1.233 -0.03 -0.18 -0.08 0.00
C -2.774 -1.082 0.815 0.13 -0.10 -0.05 -0.09
N -2.073 -1.031 -0.312 -0.12 -0.19 -0.15 0.05
H 0.244 -5.868 -5.179 0.03 -0.01 0.01 0.09
H 0.262 -3.760 -6.159 -0.01 0.01 0.00 0.13
H 1.525 -3.918 -4.928 -0.01 -0.04 -0.03 0.14
H 0.389 -1.276 -5.731 0.04 0.04 0.00 0.12
H -0.484 0.561 -4.305 0.03 0.01 0.05 0.11
H -0.870 -4.034 -2.719 -0.01 0.02 0.02 0.12
H -2.659 -4.134 -1.435 0.00 -0.02 0.03 0.13
H -4.666 -5.034 0.060 -0.02 0.01 0.02 0.13
H -4.654 -4.476 1.739 -0.02 -0.02 0.00 0.12
H -2.490 -5.398 1.815 -0.01 0.05 0.00 0.09
H -3.968 -2.231 2.169 -0.03 0.00 0.02 0.12
H -2.814 -0.176 1.408 0.07 -0.01 -0.05 0.10
C 2.403 -2.910 5.236 0.01 0.04 -0.05 -0.05
C 3.049 -2.303 4.019 0.03 0.02 -0.04 -0.24
C 4.059 -2.986 3.351 0.03 -0.08 0.02 -0.07
C 4.680 -2.427 2.246 -0.01 0.04 0.00 -0.09
C 4.280 -1.189 1.776 -0.08 0.11 0.02 -0.03
C 3.249 -0.502 2.418 0.08 -0.17 0.01 -0.19
N 2.749 0.720 1.920 -0.16 0.09 -0.09 0.08
C 3.367 1.400 0.863 -0.03 0.14 -0.42 -0.20
C 4.652 1.910 1.055 0.00 -0.01 -0.06 -0.03
C 5.297 2.606 0.052 0.06 0.01 -0.01 -0.08
C 4.683 2.801 -1.179 0.09 0.04 -0.04 -0.09
C 3.417 2.295 -1.393 -0.03 0.00 0.02 -0.04
C 2.736 1.608 -0.388 0.23 -0.19 0.38 -0.07
C 1.361 1.112 -0.707 -0.47 -0.24 -0.14 -0.61
O 1.040 0.889 -1.896 0.25 0.05 0.08 -0.05
O 0.490 0.990 0.220 0.43 0.19 0.36 -0.12
C 2.644 -1.046 3.563 0.02 0.16 -0.11 -0.17
C 1.558 -0.269 4.261 0.06 -0.11 -0.04 -0.04
H 2.753 -3.929 5.395 0.01 0.00 0.00 0.07
H 1.316 -2.932 5.139 0.00 -0.02 0.03 0.08
H 2.640 -2.327 6.128 -0.04 -0.03 0.04 0.08
H 4.360 -3.969 3.695 0.00 0.02 0.05 0.10
H 5.463 -2.968 1.730 0.01 0.01 0.02 0.10
H 4.743 -0.756 0.899 0.00 -0.06 -0.01 0.11
H 1.746 0.711 1.799 -0.20 -0.06 -0.06 0.10
H 5.133 1.758 2.013 -0.03 -0.01 0.03 0.12
H 6.286 3.010 0.230 0.02 -0.02 0.02 0.10
H 5.196 3.338 -1.966 0.00 0.01 0.00 0.10
H 2.934 2.415 -2.354 -0.07 -0.03 0.06 0.11
H 1.682 0.797 4.080 -0.03 0.02 0.02 0.07
H 1.578 -0.436 5.337 -0.03 -0.02 0.00 0.07
H 0.567 -0.563 3.898 -0.02 0.04 0.03 0.09
N 0.126 3.810 -1.519 0.02 0.11 -0.18 0.01
C 0.619 4.679 -2.418 0.09 0.19 -0.10 -0.10
C -0.042 4.450 -3.603 0.05 0.08 -0.03 -0.06
C -0.931 3.403 -3.319 0.00 0.13 0.21 -0.13
N -0.815 3.027 -2.054 -0.16 -0.13 -0.13 -0.04
H 0.395 3.699 -0.554 -0.04 -0.13 -0.06 0.15
H 1.374 5.400 -2.154 0.02 -0.03 0.02 0.12
H 0.086 4.967 -4.538 0.03 0.03 0.02 0.09
H -1.667 2.935 -3.954 0.02 -0.07 0.06 0.11
```
Forces are in eV/Å.

Results
Frontier orbital gap (alpha / beta), eV: 7.32 / 3.75
Spin multiplicity: 5
Expectation value of S²: 6.0149
Charge: 0



(2)
Entry from the Open Molecules 2025 dataset: 5 unconnected molecules or ions with the total composition C16H17F4O16 in a non-equilibrium geometry (ωB97M-V with the def2-TZVPD basis set).

```
53
Properties=species:S:1:pos:R:3:forces:R:3:nbo_charge:R:1
O -0.412 0.393 5.529 0.58 -0.85 -0.30 -0.78
C 0.191 1.363 6.033 -1.49 -0.02 -0.46 0.74
O -0.418 2.413 6.377 1.63 0.53 0.36 -0.80
C 1.739 1.232 6.159 -0.38 -0.14 0.68 -0.51
C 2.234 1.648 7.595 0.41 0.95 -1.55 -0.51
C 2.126 3.188 7.736 -0.40 -1.13 -0.63 0.83
O 1.697 3.755 8.682 0.01 0.38 1.03 -0.56
O 2.619 3.931 6.664 0.00 -0.10 -0.05 -0.77
H 2.176 1.862 5.358 0.08 -0.33 0.57 0.20
H 2.014 0.183 5.952 -0.17 0.62 0.17 0.22
H 3.322 1.414 7.658 -0.65 0.03 0.15 0.22
H 1.661 1.135 8.387 0.31 0.42 -0.36 0.23
H 1.968 3.934 5.943 -0.01 -0.28 0.33 0.50
C 3.347 -2.897 2.786 0.26 -0.55 -0.22 -0.13
C 2.873 -1.495 2.524 -0.67 0.14 -0.05 0.44
O 2.831 -0.927 3.816 0.79 -0.36 -0.08 -0.47
C 3.784 -1.574 4.545 0.01 0.31 0.65 0.97
O 4.215 -1.189 5.581 -0.01 -0.22 -0.21 -0.55
O 4.189 -2.721 3.924 -0.17 0.30 -0.05 -0.49
F 1.624 -1.489 2.010 0.06 0.01 -0.06 -0.32
H 2.528 -3.572 3.041 -0.14 0.21 -0.03 0.20
H 3.901 -3.316 1.948 0.17 0.04 0.16 0.20
H 3.536 -0.905 1.887 -0.17 0.03 -0.11 0.16
C -0.644 2.201 -0.054 -0.33 0.71 -0.10 -0.14
C -0.783 0.939 0.746 -0.39 -0.31 0.05 0.43
O 0.298 0.151 0.271 0.21 0.68 0.00 -0.48
C 1.263 1.030 -0.114 0.39 -0.13 -0.11 0.97
O 2.400 0.733 -0.309 -0.14 0.01 -0.06 -0.59
O 0.770 2.289 -0.240 0.11 -0.52 0.13 -0.48
F -1.946 0.302 0.461 0.03 -0.10 0.01 -0.33
H -1.134 2.140 -1.027 0.00 -0.19 0.24 0.22
H -1.025 3.073 0.475 0.25 0.03 0.03 0.21
H -0.694 1.073 1.827 -0.10 -0.17 0.00 0.19
C -1.037 0.923 -4.563 0.76 -0.20 0.03 -0.13
C -2.218 1.372 -5.376 -0.26 -0.45 -0.10 0.44
O -3.232 1.526 -4.403 0.51 0.34 0.04 -0.49
C -2.595 1.851 -3.240 -0.20 0.09 0.69 0.97
O -3.138 2.310 -2.290 0.20 -0.15 -0.29 -0.55
O -1.257 1.587 -3.318 -0.69 0.14 -0.28 -0.49
F -2.600 0.415 -6.256 -0.12 0.07 -0.19 -0.33
H -1.025 -0.157 -4.403 -0.21 0.01 -0.15 0.23
H -0.088 1.223 -5.004 -0.01 0.14 0.21 0.21
H -2.071 2.317 -5.903 -0.08 -0.09 -0.13 0.15
C -3.108 -3.218 -8.694 0.12 0.33 -0.58 -0.13
C -4.166 -3.749 -7.768 -0.03 -0.57 0.03 0.44
O -3.462 -3.928 -6.555 -0.02 0.58 -0.31 -0.48
C -2.461 -3.000 -6.560 0.52 0.21 0.52 0.97
O -1.842 -2.679 -5.602 -0.03 -0.08 -0.16 -0.55
O -2.270 -2.483 -7.804 -0.29 -0.28 0.24 -0.48
F -4.628 -4.953 -8.188 -0.12 0.01 0.04 -0.33
H -2.528 -4.014 -9.166 -0.15 -0.14 0.12 0.20
H -3.516 -2.573 -9.471 0.12 0.15 0.14 0.21
H -5.007 -3.071 -7.607 -0.08 -0.14 -0.02 0.16
```
Forces are in eV/Å.

Results
Frontier orbital gap, eV: 5.46
Charge: -1



(3)
Entry from the Open Molecules 2025 dataset: a molecular structure, C5H12BrF3NOPSi in a non-equilibrium geometry (ωB97M-V with the def2-TZVPD basis set).

```
25
Properties=species:S:1:pos:R:3:forces:R:3:nbo_charge:R:1
C 0.319 -1.028 -2.712 0.14 -0.17 0.58 -1.12
C -0.650 -2.768 -0.268 0.53 0.35 -0.31 -1.11
C 2.109 -1.237 -0.106 -0.62 -0.17 -0.31 -1.11
C -1.409 1.931 1.794 -0.12 -0.47 0.90 -0.16
C -0.149 2.002 2.653 0.02 0.02 0.04 0.95
N -0.491 0.091 -0.075 0.14 0.67 -1.16 -1.48
O -1.145 2.503 0.545 0.10 0.25 -0.98 -0.81
F 0.924 1.585 1.975 0.20 -0.06 -0.05 -0.32
F -0.259 1.237 3.746 -0.24 -0.15 0.09 -0.32
F 0.115 3.245 3.070 -0.08 0.32 0.00 -0.32
Si 0.347 -1.252 -0.821 -0.15 -0.09 0.29 1.77
P -0.613 1.520 -0.619 -2.46 0.39 -0.97 1.67
Br 1.136 2.584 -1.368 0.07 0.00 -0.16 -0.16
H 1.278 -0.692 -3.095 0.18 0.08 -0.03 0.24
H 0.071 -1.954 -3.221 -0.05 -0.19 -0.09 0.24
H -0.426 -0.286 -2.992 -0.13 0.04 -0.03 0.24
H -0.053 -3.668 -0.366 0.10 -0.28 -0.03 0.23
H -0.957 -2.685 0.771 0.04 0.12 0.16 0.24
H -1.546 -2.900 -0.868 -0.12 0.07 -0.13 0.24
H 2.672 -2.109 -0.426 0.13 -0.18 -0.09 0.23
H 2.658 -0.352 -0.418 0.00 0.16 -0.11 0.24
H 2.087 -1.239 0.981 -0.11 -0.01 0.14 0.24
H -1.676 0.872 1.685 -0.03 0.32 0.21 0.24
H -2.211 2.501 2.273 0.20 -0.12 -0.08 0.22
H -2.131 2.098 -2.138 2.27 -0.91 2.11 -0.09
```
Forces are in eV/Å.

Results
Frontier orbital gap (alpha / beta), eV: 8.21 / 8.21
Charge: 0